Record 1
Density functional theory data (ωB97M-V with the def2-TZVPD basis set) for a molecular structure, C37H28Co2FN2O6.

Geometry (Å):
Co 0.8762 1.9959 4.9337
Co 1.9071 0.0294 3.7351
F -2.1619 -0.0897 -0.9884
O 1.4199 1.9541 7.7902
O 4.4095 1.5436 3.9291
O -1.5487 3.5673 5.0775
O 2.5129 4.2540 4.1312
O 2.4757 -2.5123 2.4009
O 2.1045 -1.1485 6.4165
N 1.2670 -0.9972 -2.2414
N 2.4177 2.7980 -1.8472
C -0.9631 -1.9793 -3.9105
C 1.3279 1.4151 1.2362
C -1.1195 1.0659 -2.7975
C -3.2476 -1.7094 4.3559
C 2.1785 2.4005 -3.1049
C -1.0940 2.3909 -4.8208
C -2.9328 -1.3854 3.0285
C 0.9533 0.8396 2.3878
C 2.1236 0.1333 -2.3429
C 3.3919 0.9992 3.8411
C 1.9686 -0.6455 5.3854
C -3.1729 -1.7384 -2.9434
C 1.9216 -2.2851 -1.8281
C -1.3452 1.1784 -4.1712
C 2.9975 1.9323 -1.0398
C 1.2156 1.8777 6.6553
C 2.2766 -1.5117 2.9533
C -1.4227 -3.0192 -4.7251
C -0.2189 -2.0802 -0.6542
C -1.8353 -0.5631 2.7507
C -0.8067 2.2007 -2.0407
C 0.2085 0.6618 3.5306
C -3.6373 -2.7534 -3.7831
C -0.6685 3.4958 -4.0859
C -0.5329 3.3989 -2.6966
C -2.7660 -3.4038 -4.6645
C -0.5918 2.9197 5.0275
C -1.2466 -0.2759 -2.0780
C 1.9639 1.0562 -3.4078
C 2.8747 0.5436 -1.2230
C -1.0132 -0.1040 3.8030
C -2.4394 -1.2638 5.4066
C 0.0583 -0.7598 -1.3820
C 1.0206 -2.9492 -0.7873
C -1.8238 -1.3746 -2.9908
C -1.3251 -0.4693 5.1265
C 1.9075 3.3058 4.4010
H 2.9359 -2.1185 -1.4459
H -0.1785 4.2523 -2.1175
H 3.1822 -0.1530 -0.4387
H 1.5530 0.7466 -4.3695
H 0.6290 1.8613 0.5204
H -1.2093 2.4398 -5.9037
H -0.4754 -1.8472 0.3855
H -4.6875 -3.0407 -3.7333
H -4.1262 -2.3127 4.5823
H -0.7554 2.1283 -0.9516
H -0.6739 -0.1261 5.9400
H 2.4103 1.5069 1.1109
H 0.3377 0.0277 -0.6561
H 0.7507 -3.9638 -1.1067
H 3.4916 2.3658 -0.1688
H -0.7194 -3.5150 -5.3944
H 1.5333 -3.0212 0.1813
H -3.1346 -4.2053 -5.3095
H -3.8515 -1.2313 -2.2528
H 2.0261 -2.9266 -2.7166
H -1.6240 -0.2453 1.7245
H -1.0915 -2.5765 -1.0894
H -3.5531 -1.7601 2.2069
H -1.6905 0.3127 -4.7420
H -2.6552 -1.5152 6.4503
H 0.0632 -1.6117 -3.9741
H -0.4219 4.4281 -4.5965
H 2.0698 3.1620 -3.8841

Values from the calculation:
E_LUMO: 0.08475 Eh
Net charge: -1
HOMO level: -0.16503 Eh

***

Record 2
Density functional theory data (ωB97M-V with the def2-TZVPD basis set) for a molecular structure, C28H46Cl3F2In2O15S.

Geometry (Å):
In 1.6369 0.6304 -0.4815
In 5.0360 2.7962 2.2280
Cl -2.2776 6.0440 0.9992
Cl -4.1780 3.8837 1.3512
Cl -3.5109 4.8004 -1.3045
S 4.3854 -0.5004 1.2462
F 0.1588 0.2510 2.3316
F 0.6148 2.9742 -2.4825
O 0.6673 -1.9821 0.2664
O -1.9019 -3.8041 2.0431
O -1.0729 0.5403 -1.3294
O 3.8491 2.5120 -0.7169
O -0.0385 -5.9492 1.3264
O 0.4145 3.0646 0.6274
O 0.7408 4.8034 2.0407
O 2.2233 3.3184 2.0723
O -4.3724 -2.6478 1.1019
O 3.8687 -0.9740 -0.0771
O 2.7637 0.4714 -3.2542
O 5.6763 0.1810 1.1119
O 3.4290 0.5830 1.6980
O 1.6705 -1.7506 -2.1950
O 4.5506 -1.5636 2.1764
C 3.5702 -0.7707 -3.1836
C -0.0409 -2.6021 -0.8605
C -0.9038 6.1056 -3.2984
C 0.5265 -6.7235 0.2533
C 1.2614 5.1407 -1.8412
C 1.1567 3.6250 1.5411
C -2.8991 4.5285 0.3209
C -1.4621 -6.0095 1.1993
C 4.6851 2.9585 -1.6330
C 1.4273 -2.9176 1.0261
C -2.6748 -2.9657 2.9013
C -1.9146 0.4440 5.2667
C -0.0577 6.9462 -2.5988
C -3.8071 -1.4826 0.5423
C 1.0437 6.5139 -1.8554
C 0.4157 4.3176 -2.4924
C -0.6582 4.7373 -3.2120
C -4.1180 -2.8328 2.4988
C -1.7873 0.7189 -2.5308
C 2.7315 -2.0419 -3.0913
C -2.0723 0.9987 2.5359
C -3.1131 0.9331 4.7164
C 0.9503 -2.9323 -1.9506
C -0.7929 0.2349 4.4626
C -0.9211 0.5169 3.0971
C 2.0090 0.4495 -4.4187
C -3.1654 1.1865 3.3373
C -2.0399 -5.2518 2.3167
H -4.0693 1.5340 2.8638
H -4.6816 -3.7620 2.6373
H -0.7353 -1.8509 -1.2411
H 2.2358 -3.3306 0.4183
H -4.0000 1.1192 5.3086
H -0.1526 5.0296 1.7042
H 1.2178 -0.3047 -4.4403
H 1.5300 1.4268 -4.4904
H -2.8625 0.4756 -2.3343
H 1.6602 -3.7217 -1.6870
H 4.1460 2.3842 -2.5006
H 2.3442 -2.3803 -4.0562
H -2.5949 -3.3004 3.9343
H -4.1836 -0.7001 1.2126
H 5.5968 2.3324 -1.7720
H -2.7141 -1.4009 0.5794
H 1.8869 -2.3444 1.8336
H -3.1113 -5.4634 2.4001
H 4.1796 -0.8116 -4.0893
H 2.1142 4.7108 -1.3302
H -4.1924 -1.2848 -0.4550
H -1.4303 0.0607 -3.3260
H 4.8210 4.0534 -1.7626
H -1.2900 3.9843 -3.6677
H 2.6752 0.3378 -5.2779
H -1.8360 1.7613 -2.9119
H -1.8004 0.2406 6.3277
H 4.1219 -0.6344 -2.2632
H -2.1592 1.2215 1.4786
H -1.8008 -7.0357 1.3188
H -2.2398 -1.9756 2.7757
H -4.5810 -2.0402 3.1034
H 0.0570 -7.7078 0.1286
H -1.8243 -5.6665 0.2296
H 0.1447 -0.0894 4.8867
H -1.6949 6.4974 -3.9183
H -0.3022 7.9883 -2.5814
H -2.0972 3.7816 0.2985
H 0.2095 -6.2281 -0.6863
H 1.7080 7.1772 -1.3178
H 1.6065 -6.7663 0.3070
H 3.3871 -2.8443 -2.7334
H 0.3891 -3.2443 -2.8304
H 0.7337 -3.6939 1.3745
H -0.5669 -3.4917 -0.5188
H -1.5268 -5.5503 3.2423

Values from the calculation:
E_LUMO: -0.31366 Eh
Net charge: +1
HOMO level: -0.40376 Eh

***

Record 3
Density functional theory data (ωB97M-V with the def2-TZVPD basis set) for 12 unconnected molecules or ions with the total composition C17H43Cl2N9O24.

Geometry (Å):
Cl -15.1867 -16.7464 -6.6998
Cl -17.1882 -14.6331 -8.4122
O -17.9932 -22.1697 -4.7559
O -19.9965 -18.3085 -8.3173
O -19.4770 -19.1765 -0.1813
O -15.3449 -23.3095 -7.5031
O -23.0717 -13.3287 -4.6785
O -24.0960 -23.2658 -2.8194
O -25.4998 -18.9139 -2.4166
O -21.4020 -12.4839 -5.8327
O -21.6041 -15.0180 0.8181
O -19.4295 -18.6626 -4.9757
O -23.9875 -19.5509 -1.1288
O -16.3997 -18.7961 -2.8920
O -23.2355 -16.4554 0.8758
O -24.0112 -23.9196 -0.7392
O -15.2960 -20.3752 -1.8222
O -15.0364 -21.6298 -6.1114
O -20.6678 -16.4490 -7.2210
O -17.4586 -19.7976 0.2739
O -22.7196 -19.7646 -6.3201
O -20.9806 -17.4727 -3.6851
O -16.5970 -21.3563 -7.8499
O -20.9955 -19.7695 -3.9322
O -19.9350 -22.7325 -4.0674
O -23.4618 -17.8146 -5.8370
N -15.4333 -19.2666 -2.3122
N -21.9567 -13.3679 -5.2509
N -23.6384 -19.0150 -5.9372
N -25.0994 -19.6877 -1.5429
N -19.2025 -22.2428 -4.9562
N -23.6814 -23.9603 -1.9051
N -22.3079 -15.9213 0.2901
N -18.5488 -19.9811 -0.2245
N -20.7910 -17.4296 -7.9818
C -24.9640 -19.6263 -5.6838
C -19.8537 -21.9762 -6.3445
C -15.8570 -17.0429 -8.3589
C -25.8772 -20.8734 -1.1426
C -14.1882 -18.4490 -2.3011
C -22.0110 -17.3740 -8.8102
C -18.5204 -17.6010 -5.1746
C -21.9138 -16.3869 -1.0456
C -15.0469 -20.2898 -5.6717
C -20.5103 -18.5320 -4.1275
C -15.7760 -22.0420 -7.2163
C -15.9683 -15.7723 -9.1508
C -15.8577 -24.0918 -8.5313
C -18.7794 -21.1431 -1.1513
C -22.1851 -19.9272 -3.1388
C -22.5511 -24.9404 -2.2209
C -21.1518 -14.5536 -4.9463
H -15.0996 -17.6762 -8.8207
H -21.7243 -15.4634 -5.1268
H -22.4616 -17.2412 -1.4434
H -18.9963 -16.6216 -5.2243
H -20.8294 -16.4833 -0.9923
H -25.4715 -21.3133 -0.2315
H -14.6604 -20.0799 -4.6744
H -13.8536 -18.3925 -1.2652
H -20.3863 -14.5646 -5.7221
H -16.0346 -19.8326 -5.7308
H -23.1064 -19.4537 -3.4783
H -18.1173 -17.8031 -6.1670
H -24.8510 -20.3562 -4.8822
H -22.3662 -21.0016 -3.1681
H -18.0236 -21.0764 -1.9339
H -25.6514 -18.8515 -5.3444
H -19.7983 -20.8910 -6.4310
H -25.9917 -21.5468 -1.9920
H -19.8197 -21.1704 -1.4756
H -18.5314 -21.9674 -0.4826
H -22.6217 -16.5217 -8.5124
H -21.7078 -24.5291 -1.6661
H -21.8848 -19.5750 -2.1519
H -16.8287 -23.7100 -8.8467
H -22.5752 -18.2980 -8.6838
H -14.5396 -19.5795 -6.3245
H -22.4255 -24.8771 -3.3018
H -20.8340 -22.3863 -6.1020
H -13.4283 -18.8814 -2.9520
H -15.0878 -24.2551 -9.2855
H -21.7612 -17.2060 -9.8578
H -22.7679 -25.9710 -1.9400
H -22.0604 -15.4856 -1.6408
H -25.2662 -20.1052 -6.6152
H -16.0997 -24.9647 -7.9251
H -14.5192 -17.4762 -2.6647
H -15.0169 -15.2410 -9.1760
H -17.7711 -17.5648 -4.3839
H -16.7626 -17.6483 -8.3958
H -16.2907 -16.0102 -10.1645
H -19.3642 -22.5357 -7.1416
H -20.7881 -14.4601 -3.9231
H -26.8279 -20.3867 -0.9250

Values from the calculation:
E_LUMO: -0.01269 Eh
Net charge: 0
HOMO level: -0.37360 Eh

***

Record 4
Density functional theory data (ωB97M-V with the def2-TZVPD basis set) for 2 unconnected molecules or ions with the total composition C5H14NO2.

Geometry (Å):
O 1.5967 0.7281 -2.2917
O 1.2682 1.9306 0.0024
N -0.6722 -2.3326 -0.0067
C -2.5316 -0.8594 -0.6492
C -0.7472 0.0775 0.8416
C -1.0520 -0.9516 -0.2566
C 1.4008 1.4145 1.2458
C 0.7202 0.0328 1.3675
H 0.9126 2.0789 2.0078
H -0.8758 1.0824 0.4530
H 0.7863 1.0034 -2.7343
H -2.8557 -1.7369 -1.2161
H 0.3165 -2.3712 0.1877
H 0.7266 -0.4806 2.3359
H 2.4403 1.3100 1.6151
H 1.2720 -0.5988 0.6585
H -1.2065 -2.7780 0.7251
H -1.4346 -0.1724 1.6620
H 1.5520 1.2343 -1.4230
H -0.5610 -0.6528 -1.1823
H -3.2705 -0.7758 0.1649
H -2.7213 0.0851 -1.1720

Values from the calculation:
E_LUMO: 0.14164 Eh
Net charge: -1
HOMO level: -0.11792 Eh

***

Record 5
Density functional theory data (ωB97M-V with the def2-TZVPD basis set) for C5H11BO2 in the gas phase.

Geometry (Å):
O 1.2651 1.4389 0.5019
O 2.9823 -0.1212 0.1014
C -0.8577 0.3982 0.1562
C -0.0450 1.7348 0.1631
C -1.9440 0.4640 -0.8466
C 0.2421 -1.9379 0.5340
C 0.3974 -0.7321 -0.3120
B 1.6671 0.2222 0.0918
H -1.5350 0.2252 -1.8719
H 3.5480 0.4229 0.6246
H -2.4938 1.4520 -0.9875
H -0.1747 2.2082 -0.7956
H 0.5926 -2.8981 0.1215
H 0.5455 -0.9775 -1.3851
H -0.2846 2.4659 1.1069
H -1.2370 -0.0987 1.1144
H -0.8371 -2.0492 0.8290
H 0.7882 -1.8992 1.4874
H -2.6195 -0.3184 -0.6334

Values from the calculation:
E_LUMO: 0.02550 Eh
Net charge: 0
HOMO level: -0.35424 Eh

***

Record 6
Density functional theory data (ωB97M-V with the def2-TZVPD basis set) for C5H6O2 in the gas phase.

Geometry (Å):
O 1.4298 1.8906 0.1708
O 0.8277 -1.5861 -0.4634
C 0.7681 0.8807 0.0336
C 1.5061 -0.4625 0.0522
C -0.7207 0.9743 -0.1223
C -1.5658 -0.1513 -0.6556
C -1.6628 0.0468 0.6138
H 2.3955 -0.3237 -0.5677
H -1.0240 2.0098 -0.2972
H 1.8653 -0.6243 1.0809
H -2.0888 -0.1757 1.5795
H -1.8291 -0.6818 -1.5567
H 0.0988 -1.7970 0.1321

Values from the calculation:
E_LUMO: 0.02799 Eh
Net charge: 0
HOMO level: -0.33557 Eh